Entry 1:
Molecular formula: C2H7N3O2
Method: DFT, wB97M-V/def2-TZVPD

```
14
Properties=species:S:1:pos:R:3:lowdin_charge:R:1
C 2.7739 -0.5042 0.0003 -0.071
C -1.6199 -0.3587 -0.0013 -0.081
N -0.0641 1.3004 -0.7638 0.116
N 3.8649 0.1996 0.0027 0.295
N -3.0485 -0.5680 0.4099 0.251
O 1.7739 -1.0663 -0.0042 0.337
O -1.2579 0.8032 -0.4887 -0.091
H -0.8991 -1.0205 0.4469 0.126
H -0.1554 2.2717 -1.2380 0.134
H 4.0103 1.0379 -0.5858 0.199
H 4.6517 -0.1229 0.5926 0.197
H -3.0383 -1.5601 0.8761 0.238
H -3.6676 -0.5927 -0.3446 0.143
H -3.3240 0.1805 1.0980 0.207
```

Values from the calculation:
Total charge: +2
ΔE to the lowest compared entry with this formula, charge and spin, kJ/mol: 196.61
Orbital gap (alpha / beta), eV: 8.9706 / 8.3941
E_tot, hartree: -394.31090
LUMO (alpha / beta), eV: -8.5 / -8.5
E_HOMO (alpha / beta), Eh: -0.643 / -0.622
F_max, eV/Å: 4.0

Entry 2:
Molecular formula: C2H7N3O3
Method: DFT, wB97M-V/def2-TZVPD

```
15
Properties=species:S:1:pos:R:3:lowdin_charge:R:1
C -1.9418 -0.8491 -0.7599 -0.066
N -0.6203 -0.8546 -0.3467 -0.161
O -0.3881 -2.0317 0.4270 0.011
C 0.1946 0.1998 -0.2917 -0.393
N 0.0183 1.1472 -1.1413 0.047
O 1.0503 2.1540 -0.9777 -0.096
N 1.2000 0.2683 0.6993 0.052
O 0.5952 -0.0659 1.9507 -0.055
H -2.1707 -1.7798 -1.3091 0.103
H -2.1531 0.0472 -1.2865 0.071
H -2.6836 -0.8361 0.0818 0.107
H 0.1268 -1.6900 1.1941 0.079
H 0.5025 2.8423 -1.3810 0.089
H 1.3993 1.2602 0.7028 0.107
H 1.2166 -0.3250 2.6278 0.106
```

Values from the calculation:
ΔE to the lowest compared entry with this formula, charge and spin, kJ/mol: 639.93
Orbital gap, eV: 8.5955
E_tot, hartree: -470.19549
LUMO, eV: 0.5
E_HOMO, Eh: -0.298
SMILES string: CN(O)/C(=N/O)NO
F_max, eV/Å: 2.7